No. 1
{
  "formula": "C44H46AlB2ClN8O2P",
  "method": "ωB97M-V/def2-TZVPD",
  "spin_multiplicity": 2,
  "charge": 2,
  "energy_ha": -3386.25734,
  "homo_energy_ev": [-11.975, -11.975],
  "lumo_energy_ev": [-5.11, -8.83],
  "relative_energy_kj_mol": 51.7,
  "species": ["Al", "C", "C", "C", "H", "H", "C", "H", "H", "C", "C", "N", "H", "H", "H", "C", "H", "H", "H", "H", "H", "H", "N", "H", "H", "N", "H", "C", "C", "N", "C", "H", "H", "C", "O", "C", "H", "H", "C", "H", "H", "C", "C", "H", "C", "C", "B", "C", "C", "P", "C", "H", "C", "H", "H", "N", "H", "O", "C", "C", "H", "H", "N", "C", "C", "H", "C", "H", "C", "H", "C", "C", "H", "N", "H", "C", "H", "C", "H", "C", "C", "C", "C", "H", "H", "C", "H", "C", "C", "C", "Cl", "C", "C", "H", "H", "H", "C", "H", "H", "N", "H", "B", "C", "C", "H"],
  "positions_angstrom": [[-0.69, 0.22, -0.44], [1.22, -5.98, -0.80], [-0.17, -4.91, -2.14], [-2.42, -2.61, 5.08], [3.63, 6.13, -5.62], [2.82, -3.17, -0.32], [-0.09, -2.13, -3.58], [3.80, -2.19, 4.40], [2.84, -6.54, 0.45], [2.07, -0.18, 0.75], [-3.51, -2.77, 5.91], [-1.25, -2.50, -0.14], [2.87, 4.09, -5.68], [-0.53, 3.87, 2.84], [-0.83, -1.14, -5.40], [-0.12, 0.87, 5.24], [-2.08, 1.33, -4.55], [-4.28, -0.62, 2.14], [0.90, 7.64, -3.50], [0.51, -2.96, -3.90], [0.28, 2.34, 6.75], [-3.07, 0.55, 4.03], [-1.02, -0.72, -2.18], [-4.99, 0.25, 5.53], [1.90, -0.65, 4.35], [1.21, -4.72, -0.42], [0.03, 5.71, -6.59], [-4.43, -1.75, 6.08], [2.19, 2.71, -4.23], [1.16, -1.89, -0.25], [-0.64, 1.75, 3.08], [-2.24, 1.50, -2.78], [-4.89, -0.59, 0.49], [-2.10, -3.49, 0.17], [-0.23, 3.19, -1.68], [0.54, 3.63, -2.70], [2.81, 1.90, -4.58], [1.69, 5.38, -7.10], [-0.11, 3.25, 4.85], [1.38, -5.28, 2.71], [-5.28, -1.89, 6.73], [2.43, -2.21, -0.03], [2.22, 3.95, -4.82], [3.56, -4.50, 3.58], [-0.76, -1.19, -4.33], [0.62, 7.44, -4.54], [0.04, -2.61, -0.99], [-3.24, -2.94, 0.72], [-1.34, -0.32, -3.41], [-0.89, -1.02, 3.26], [2.96, 6.84, -5.15], [-0.89, -4.59, -2.87], [1.43, 5.04, -4.39], [-3.56, 0.49, 0.95], [1.83, 1.94, 0.72], [-1.81, -1.31, 0.19], [3.03, 7.78, -5.70], [1.06, 1.47, -2.39], [-3.19, -0.38, 4.57], [0.58, 4.86, -3.30], [-0.53, -3.74, 2.62], [-1.86, -4.51, -0.02], [0.37, -4.05, -1.24], [-2.29, 0.80, -3.62], [1.48, -4.28, 3.08], [0.02, 4.25, 5.22], [-0.47, 0.65, 3.91], [3.30, 7.02, -4.13], [0.54, -2.11, 3.53], [0.02, 0.03, 5.90], [0.41, -3.41, 3.04], [1.51, 6.35, -5.14], [-0.43, 7.16, -4.58], [-0.27, -1.84, -2.29], [-0.04, 5.66, -2.92], [-3.99, -0.50, 1.10], [-4.10, -3.46, 1.06], [-0.43, 3.04, 3.52], [-3.31, 0.41, -3.68], [-2.24, -1.40, 4.42], [-3.03, -1.56, 0.70], [1.34, 2.55, -3.15], [-4.27, -0.55, 5.41], [0.15, -7.06, -2.43], [1.41, -7.59, 0.56], [0.35, -6.15, -1.90], [-1.70, -3.40, 4.96], [1.05, 6.09, -6.59], [2.19, 1.15, 1.39], [3.05, -1.16, 0.61], [-1.11, 1.48, 1.42], [2.85, -2.54, 4.03], [2.70, -3.84, 3.58], [1.06, 7.02, -7.14], [0.75, 8.35, -5.10], [2.46, -7.69, -0.85], [1.77, -1.66, 4.00], [-3.65, -3.71, 6.43], [3.23, 1.35, 1.64], [0.92, -0.65, 0.23], [4.07, -1.10, 0.93], [0.05, 1.85, -1.50], [0.04, 2.17, 5.71], [2.04, -7.01, -0.12], [1.61, 1.19, 2.30]]
}


No. 2
{
  "formula": "C31H34N8RhSSi",
  "method": "ωB97M-V/def2-TZVPD",
  "charge": 1,
  "energy_ha": -2437.85941,
  "homo_energy_ev": -10.566,
  "lumo_energy_ev": -3.89,
  "relative_energy_kj_mol": 7.7,
  "species": ["H", "N", "H", "C", "H", "C", "H", "H", "H", "H", "C", "H", "C", "N", "H", "H", "H", "H", "N", "C", "H", "N", "C", "C", "C", "C", "C", "C", "C", "H", "H", "H", "H", "H", "C", "N", "C", "H", "H", "C", "N", "S", "H", "N", "H", "H", "C", "C", "H", "H", "H", "C", "Si", "H", "C", "C", "C", "H", "C", "C", "H", "C", "H", "H", "C", "C", "Rh", "C", "N", "H", "C", "C", "C", "H", "C", "H"],
  "positions_angstrom": [[-2.97, 3.43, 4.42], [0.41, 0.57, -0.54], [-3.65, 0.77, 0.65], [-2.61, 5.90, 2.12], [-2.14, 2.38, -4.19], [-1.58, -3.92, -2.21], [-4.84, -3.78, -1.80], [1.92, -3.91, 2.65], [4.76, -5.98, -0.77], [-0.73, 2.79, 3.64], [-3.18, 5.12, 3.10], [1.33, 3.62, -1.35], [0.74, 1.12, 0.62], [-2.38, -0.56, -0.36], [1.67, -1.11, -3.45], [0.10, 1.06, 2.66], [-0.61, -4.30, -2.49], [2.43, 3.86, 1.12], [1.24, -1.98, -1.62], [-2.83, -4.51, -2.39], [3.95, -2.14, -3.55], [0.50, 4.41, 1.51], [-2.34, 4.21, -1.35], [-2.55, 1.86, -0.86], [-2.52, 3.18, -0.44], [0.64, 1.52, -1.52], [3.70, -3.14, -1.65], [5.00, -3.68, 1.58], [1.08, 2.66, -0.94], [5.77, -3.47, 0.83], [-4.16, 5.36, 3.49], [5.46, -4.31, 2.35], [2.60, -5.52, 2.87], [4.68, -3.60, -1.69], [-2.19, 3.93, -2.70], [0.54, 5.44, 0.62], [-1.24, 3.64, 3.20], [0.44, 1.33, -2.56], [1.62, 2.90, 2.37], [3.30, -2.32, -2.70], [-0.53, 6.12, 0.71], [0.30, -2.72, 0.54], [-2.05, 4.73, -3.41], [1.14, 2.39, 0.41], [3.14, -6.62, -0.44], [1.31, -5.28, 1.71], [-2.50, 4.00, 3.64], [-1.34, 5.54, 1.67], [-3.12, 6.77, 1.72], [-2.46, 0.56, -2.58], [-4.39, -1.05, -0.48], [1.49, 3.39, 1.41], [3.52, -4.53, 0.84], [-2.64, 3.41, 0.61], [-2.23, 2.61, -3.13], [-2.41, 1.58, -2.22], [2.05, -1.75, -2.66], [1.68, 0.31, 2.36], [4.01, -6.13, 0.01], [-0.68, 4.43, 2.19], [-2.31, 5.24, -1.01], [-3.77, -3.65, -1.83], [-1.95, 0.96, 0.97], [4.43, -6.82, 0.75], [0.68, 0.47, 1.95], [-2.67, 0.75, 0.18], [-0.54, -1.25, -0.99], [-3.37, -1.35, -0.69], [-1.72, -2.74, -1.59], [-3.02, -5.46, -2.86], [-3.06, -2.56, -1.33], [2.21, -4.83, 2.13], [2.88, -3.39, -0.55], [0.20, -0.51, 1.86], [1.64, -2.75, -0.60], [4.72, -2.73, 2.05]]
}


No. 3
{
  "formula": "C19H31BrN2O2S2SiTc",
  "method": "ωB97M-V/def2-TZVPD",
  "spin_multiplicity": 4,
  "charge": 2,
  "energy_ha": -4742.61331,
  "homo_energy_ev": [-14.748, -14.919],
  "lumo_energy_ev": [-8.40, -8.61],
  "relative_energy_kj_mol": 50.2,
  "species": ["C", "H", "Br", "C", "H", "H", "H", "C", "C", "H", "H", "O", "H", "N", "H", "H", "H", "H", "Tc", "C", "C", "H", "H", "H", "H", "H", "H", "C", "C", "C", "C", "H", "O", "H", "C", "H", "C", "C", "Si", "H", "C", "H", "N", "H", "H", "C", "H", "S", "H", "H", "H", "C", "C", "H", "C", "H", "S", "H", "C"],
  "positions_angstrom": [[-3.37, -2.23, -1.70], [-3.61, -2.90, -2.53], [1.19, -1.25, -0.15], [-1.35, -3.63, -1.29], [-3.78, -2.31, 1.28], [-3.80, -1.26, -1.95], [3.18, 2.07, -2.00], [-0.89, 1.29, -1.75], [-1.83, -2.19, -1.55], [-0.88, 2.38, -1.79], [-3.67, -0.64, 1.86], [5.14, -1.52, -0.45], [-1.81, -3.82, 1.35], [3.67, 1.11, 0.59], [-1.13, -1.27, 3.71], [-3.55, 0.78, -1.26], [-1.45, 0.94, -2.60], [-1.54, 0.20, 2.86], [3.67, -0.87, 0.18], [3.37, 4.70, 0.89], [3.53, 3.35, 1.14], [0.15, 0.95, -1.85], [-0.16, -3.22, 1.61], [0.19, 1.38, 0.90], [-1.39, 1.68, 1.63], [-0.30, -3.68, -1.00], [0.02, -0.59, 2.56], [-1.24, -1.71, -2.88], [3.14, 5.09, -0.42], [-1.71, -1.65, 1.69], [-3.01, 1.26, -0.44], [-1.74, -0.84, -3.27], [7.33, -0.66, 0.70], [-1.47, -4.19, -2.21], [3.07, 4.14, -1.45], [-3.41, -1.98, 2.96], [-3.24, -1.63, 1.94], [3.46, 2.40, 0.11], [-1.49, -1.01, -0.09], [-0.80, 2.74, 0.37], [-1.21, -3.09, 1.89], [-3.88, -2.62, -0.82], [7.11, -1.38, -0.08], [-1.94, -4.13, -0.53], [-1.30, -3.32, 2.95], [3.23, 2.79, -1.20], [2.90, 4.48, -2.46], [3.83, 2.57, 2.68], [-3.53, 1.05, 0.49], [3.42, 5.43, 1.68], [-3.09, 2.34, -0.61], [-1.05, -0.76, 2.75], [-0.84, 1.70, 0.70], [-1.38, -2.51, -3.61], [3.86, 1.06, 1.90], [3.01, 6.13, -0.65], [4.03, -0.58, 2.47], [-0.17, -1.51, -2.82], [-1.51, 0.88, -0.41]]
}


No. 4
{
  "formula": "C5H15NOS",
  "method": "ωB97M-V/def2-TZVPD",
  "spin_multiplicity": 2,
  "charge": -1,
  "energy_ha": -727.62889,
  "homo_energy_ev": [0.984, -5.269],
  "lumo_energy_ev": [3.13, 3.13],
  "relative_energy_kj_mol": 12.7,
  "species": ["N", "H", "C", "H", "H", "H", "H", "H", "C", "H", "C", "H", "H", "H", "H", "H", "H", "O", "S", "C", "H", "H", "C"],
  "positions_angstrom": [[-0.30, 1.60, 1.30], [2.24, -0.57, 0.56], [0.30, 0.27, 1.21], [-0.39, -1.01, 2.77], [0.15, 2.28, 0.70], [-2.99, -1.74, 0.54], [-3.07, -0.37, 1.19], [-1.60, -0.52, -2.85], [0.46, -0.35, 2.61], [0.77, 1.48, -1.12], [-1.03, 0.17, -2.24], [-0.34, 1.99, 2.23], [-0.85, 1.04, -2.87], [-0.38, -0.39, 0.67], [1.35, -1.00, 2.60], [0.58, 0.38, 3.41], [-1.64, 0.37, -1.38], [-2.43, -1.03, 0.89], [0.46, -0.72, -1.83], [1.63, 0.33, 0.48], [2.39, 0.69, -1.51], [2.31, 1.08, 0.91], [1.42, 0.62, -1.02]]
}